(1)
Below is an isolated molecule of C17H24N2O7S at a distorted geometry, with properties calculated with the ωB97M-V functional and the def2-TZVPD basis.

Its max |F| is 1.10 eV/Å. As for the structure (SMILES): CCOC(=O)COc1ccc(S(=O)(=O)N2CCN(C(=O)OCC)CC2)cc1. For the total energy, the calculation gives -1696.592329 Ha. The calculation puts the molecular weight at 400.45 u. Its HOMO energy is -0.3200 hartree. The frontier orbital gap comes out at 9.3 eV.

Atoms and positions in Å:
S -0.8899 -1.8986 -0.6461
O -1.2881 -3.2492 -0.3772
O 4.4554 1.5320 0.7372
O -1.0659 -1.4024 -1.9857
O 4.7053 -1.2038 1.0958
O -5.8854 0.8789 0.6041
O 6.2006 1.5179 -0.6832
O -4.5849 2.6543 0.0716
N -3.8949 0.5464 -0.3814
N -1.6549 -0.9274 0.4986
C -2.9963 -1.3393 0.8589
C 6.7925 3.7290 0.1628
C 5.6711 -0.5237 0.3401
C -4.7682 1.4591 0.1033
C -7.7561 2.2426 -0.1661
C -4.0147 -0.8824 -0.1916
C -6.9166 1.7743 1.0138
C 5.3483 0.9625 0.1756
C -2.5726 0.9670 -0.7950
C 3.4391 -1.3067 0.6160
C 6.0719 2.9286 -0.9107
C -1.5377 0.4916 0.2324
C 1.7074 -1.0750 -1.0313
C 0.8113 -1.6653 -0.1649
C 3.0259 -0.8941 -0.6485
C 1.2097 -2.0853 1.0924
C 2.5186 -1.9071 1.4825
H 6.6015 -0.6093 0.9095
H -5.0301 -1.1247 0.1169
H -7.5179 1.2015 1.7234
H 3.7115 -0.4275 -1.3380
H -3.7867 -1.3766 -1.1424
H 1.3616 -0.7659 -2.0054
H -0.5262 0.6759 -0.1321
H 5.0084 3.1865 -0.9294
H 6.5158 3.0943 -1.8938
H 0.4851 -2.5491 1.7414
H -8.5690 2.8690 0.1901
H -2.3472 0.5159 -1.7655
H 5.8266 -0.9774 -0.6470
H -6.4627 2.6342 1.5172
H -2.5706 2.0548 -0.8730
H 7.8388 3.4374 0.2120
H 6.3296 3.5555 1.1311
H 6.7297 4.7875 -0.0714
H -3.2356 -0.9024 1.8338
H -8.1694 1.3886 -0.6974
H -2.9839 -2.4264 0.9346
H 2.8642 -2.2205 2.4543
H -1.6788 1.0237 1.1789
H -7.1379 2.8197 -0.8491

(2)
Below is C17H24N2O8S4W as an isolated structure at a distorted geometry, with properties calculated with the ωB97M-V functional and the def2-TZVPD basis.

Its max |F| is 2.70 eV/Å. For the total energy, the calculation gives -3032.725817 Ha. Its charge is +2. The calculation puts the molecular weight at 696.49 u. Its HOMO energy (alpha / beta) is -0.5488 / -0.5603 hartree. The spin multiplicity is 3. The frontier orbital gap (alpha / beta) comes out at 7.0 / 7.7 eV.

Atoms and positions in Å:
W -0.0047 0.9239 0.4329
S 1.5116 -0.6432 -1.5189
S -1.0834 0.5377 2.7168
S -0.8294 3.2883 0.7800
S 1.9419 1.8328 1.8156
O -1.6523 1.3948 -3.3773
O -2.5332 -4.2472 0.7580
O 1.6473 0.8003 -0.9233
O -0.9136 1.4968 -1.2931
O -1.0621 -0.6173 0.1318
O -0.6783 -3.1658 0.9031
O -4.4995 -2.2851 -4.7768
O -4.5414 -4.1345 -3.6476
N -1.7896 -3.3622 0.4221
N -4.2001 -2.9882 -3.8379
C 0.4040 4.2048 1.7861
C -2.1705 3.0077 1.9959
C -3.0050 -3.1154 -1.6835
C -1.8207 2.1527 3.1972
C 2.0975 -1.6684 -0.1139
C 0.4254 0.4834 3.7611
C 1.4188 1.6114 3.5669
C -1.5197 0.8795 -2.3059
C -1.7433 -1.2067 -0.8670
C -3.3308 -2.3772 -2.8035
C 2.9054 -2.0908 -3.3960
C -2.1879 -2.5433 -0.7312
C 2.9159 -0.7642 -2.6513
C 3.5001 -1.3294 0.3576
C -2.8457 -1.1021 -3.0053
C 1.7921 3.6442 1.5660
C -2.0563 -0.5028 -2.0351
H 2.5243 4.1178 2.2199
H 0.0957 4.2016 2.8294
H 3.6486 -1.7412 1.3560
H 0.3844 5.2354 1.4305
H -1.1467 2.6469 3.8935
H 3.6657 -0.2531 0.3963
H 3.7893 -2.1323 -4.0306
H -2.9583 2.5470 1.3973
H -3.0776 -0.5644 -3.9147
H 4.2585 -1.7769 -0.2821
H 1.9991 -2.7107 -0.4197
H 2.7672 0.0805 -3.3265
H 0.0858 0.4606 4.7974
H 2.0314 -2.1824 -4.0390
H 2.1136 3.7808 0.5320
H 2.3247 1.3812 4.1274
H 1.0401 2.5663 3.9253
H 3.8255 -0.6000 -2.0769
H 2.9473 -2.9452 -2.7198
H -3.3605 -4.1311 -1.5705
H -2.5258 3.9880 2.3153
H -2.7384 1.9059 3.7309
H 0.8641 -0.4909 3.5391
H 1.3497 -1.4986 0.6660

(3)
Below is C17H24N2OS as an isolated structure at a distorted geometry, with properties calculated with the ωB97M-V functional and the def2-TZVPD basis.

Its max |F| is 19.55 eV/Å. For the total energy, the calculation gives -1244.635489 Ha. The calculation puts the molecular weight at 304.46 u. Its HOMO energy is -0.2957 hartree. The frontier orbital gap comes out at 8.5 eV.

Atoms and positions in Å:
S 1.6931 -0.1605 1.7719
O 1.7592 0.8024 -1.8750
N -0.0665 1.1817 -0.4296
N -2.0996 2.2328 0.7369
C -4.3652 1.8320 -0.2968
C 3.1172 -2.5324 1.2208
C -2.5444 2.4456 2.2196
C -2.1614 0.6121 -0.7835
C 1.3276 0.8154 -0.8993
C 1.0140 -3.3110 -0.7738
C -1.0695 1.2833 -1.2196
C -3.0844 1.2152 0.2573
C -1.4539 2.9341 -1.3007
C 2.2100 -4.0311 -0.4823
C 2.4573 -5.4124 -1.1870
C -2.3966 3.1652 -0.1465
C 2.0653 -1.5944 0.8790
C -3.7522 3.3502 -0.4661
C 3.3047 -3.7665 0.6491
C 0.9512 -2.1397 -0.0116
C 2.1566 0.7306 0.3044
H -0.1466 1.5075 0.4592
H -3.9837 3.5665 -1.5188
H -3.5211 3.0037 1.9799
H 3.3147 -6.1253 -0.6931
H -4.5146 3.9289 0.0140
H -1.9341 4.3089 0.0242
H 3.0005 -5.2633 -2.3333
H 3.8468 -2.1859 1.7505
H -0.7046 3.4941 -1.6294
H 0.3688 -3.9632 -1.2611
H -4.6677 1.3995 -1.1298
H -3.2549 0.4403 1.1369
H -2.4259 1.7167 2.8018
H 2.2723 1.6876 0.8575
H 1.6979 -5.9225 -1.2892
H -3.0402 0.3044 -1.8610
H -2.0544 2.9562 -2.2574
H 3.2038 0.5207 0.0570
H 4.1943 -4.2615 0.5085
H -1.8621 -0.5597 -0.4820
H -0.0137 -1.5872 -0.0039
H -5.1051 1.8611 0.6061
H -1.8861 3.3076 2.5482
H -0.8266 0.9039 -2.1049

(4)
Below is C17H24N3O2PdS6 as an isolated structure at a distorted geometry, with properties calculated with the ωB97M-V functional and the def2-TZVPD basis.

Its max |F| is 2.09 eV/Å. For the total energy, the calculation gives -3493.707747 Ha. Its charge is +1. The calculation puts the molecular weight at 601.22 u. Its HOMO energy (alpha / beta) is -0.3452 / -0.3584 hartree. The frontier orbital gap (alpha / beta) comes out at 4.2 / 5.2 eV.

Atoms and positions in Å:
Pd -1.1306 0.3554 1.0858
S -0.4477 0.1156 -3.5286
S 0.9020 -0.9506 1.3575
S -0.5748 1.2572 3.3830
S -3.3404 1.4849 1.3638
S 1.7714 -1.4937 -2.0741
S -2.4232 -1.7489 0.5238
O 2.3977 -2.3581 -1.1198
O 0.9696 -2.1029 -3.1030
N 5.2176 2.6319 -4.4881
N 0.7962 -0.4860 -1.1815
N -0.9652 1.0058 -1.1256
C 3.5360 0.5818 -1.9784
C -1.7342 1.2123 -3.2774
C -3.6611 -1.3207 1.8343
C -3.2146 2.1079 3.0848
C 0.1845 -2.6005 1.0553
C 1.0959 -0.9475 3.2021
C 3.8285 0.6944 -4.7410
C -1.2605 -2.8205 1.4704
C 4.3260 1.5606 -2.5378
C -2.3050 1.3340 4.0233
C -1.8640 1.5516 -1.9552
C 4.4829 1.6391 -3.9323
C 2.8990 -0.3338 -2.7995
C -4.3839 -0.0167 1.5257
C -0.0821 -0.4096 3.9963
C 3.0274 -0.2741 -4.1768
C -0.1304 0.1857 -1.7678
H 5.4059 2.6288 -5.4742
H 1.9641 -0.3086 3.3668
H -4.3977 -2.1278 1.8729
H 2.5042 -0.9954 -4.7876
H -1.4111 -2.6320 2.5348
H -4.8873 -0.0917 0.5604
H 3.9561 0.7335 -5.8129
H -2.6125 2.2174 -1.5569
H 4.8301 2.2760 -1.9053
H -2.3207 1.5763 -4.0950
H -0.9535 -1.0634 3.9235
H 1.3369 -1.9598 3.5221
H 0.2005 -0.3055 5.0465
H -2.8455 3.1273 2.9606
H 5.7433 3.2545 -3.9021
H -1.5342 -3.8561 1.2517
H -2.2719 1.8415 4.9903
H -3.1342 -1.2698 2.7894
H 3.3942 0.5074 -0.9109
H 0.8270 -3.3183 1.5667
H -2.6622 0.3148 4.1741
H 0.3060 -2.7352 -0.0216
H -4.2253 2.1442 3.4920
H -5.1267 0.1883 2.2978

(5)
Below is an isolated molecule of C17H24N4O3S2, with properties calculated with the ωB97M-V functional and the def2-TZVPD basis.

Its max |F| is 0.74 eV/Å. As for the structure (SMILES): CCCCNC(=O)N(O)[C@@H]1N(/N=C/c2ccccc2O)C(=S)SC1(C)C. For the total energy, the calculation gives -1903.285175 Ha. The calculation puts the molecular weight at 396.54 u. Its HOMO energy is -0.3068 hartree. The frontier orbital gap comes out at 8.3 eV.

Atoms and positions in Å:
S 0.3449 -3.2164 2.6292
S 0.9834 -3.5218 -0.2358
O -3.1087 1.0317 0.8197
O 1.5853 -0.4891 0.0287
O -1.3019 0.6176 -1.6263
N -0.3445 -0.2614 -1.1204
N -1.4927 -0.9256 1.2579
N 0.9554 1.5847 -0.6783
N -0.7803 -1.8608 0.6028
C -1.5026 -0.6736 2.5152
C -2.2692 0.7291 4.3734
C -2.9665 1.8033 4.8820
C -3.7361 2.3530 2.6734
C 0.8815 -2.2125 -2.6592
C 4.1986 0.3737 -1.9083
C -0.8055 -1.6021 -0.8355
C -3.6978 2.6182 4.0279
C -2.2861 0.4391 3.0055
C 0.1153 -2.7674 1.0733
C 3.2935 1.4141 -2.5581
C -0.0324 -2.7243 -1.5566
C 2.9909 2.6048 -1.6465
C 0.8107 0.2494 -0.5431
C -3.0420 1.2677 2.1507
C 2.2139 2.2301 -0.3815
C -1.0110 -3.7680 -2.0882
H 3.7739 1.7931 -3.4633
H 2.4134 3.3438 -2.2092
H 3.7001 -0.1134 -1.0745
H -4.3032 2.9724 1.9963
H 1.3289 -3.0547 -3.1807
H 2.0137 3.1319 0.2062
H -4.2431 3.4626 4.4215
H 2.3561 0.9405 -2.8613
H 2.7864 1.5324 0.2312
H -2.9426 2.0115 5.9404
H -2.6569 0.1632 0.6887
H -1.8324 0.9979 -0.8962
H -0.9311 -1.2305 3.2481
H 1.6785 -1.6053 -2.2400
H 0.3321 2.0587 -1.3161
H 0.3128 -1.6159 -3.3695
H 5.1124 0.8377 -1.5435
H -1.6926 0.0934 5.0289
H -1.6666 -4.1223 -1.2953
H -1.6167 -3.3417 -2.8858
H 3.9268 3.0755 -1.3407
H 4.4693 -0.3910 -2.6331
H -1.8518 -1.6137 -1.1707
H -0.4637 -4.6199 -2.4832

(6)
Below is a 2-piece molecular cluster, C17H24N7O4 overall at a distorted geometry, with properties calculated with the ωB97M-V functional and the def2-TZVPD basis.

Its max |F| is 3.64 eV/Å. For the total energy, the calculation gives -1345.941836 Ha. Its charge is +1. The calculation puts the molecular weight at 390.42 u. Its HOMO energy is -0.4207 hartree. The frontier orbital gap comes out at 7.0 eV.

Atoms and positions in Å:
O -1.8936 3.1632 -4.1889
O -5.8764 6.0294 -1.5877
O -3.1377 1.4858 -5.1070
O -7.8744 5.2085 -1.9965
N -6.4656 2.0842 -4.2116
N -4.4998 1.1009 -5.1796
N -6.6282 5.1742 -2.1195
N -3.0634 3.3235 -0.1346
N -1.2633 -1.5225 2.1167
N -2.9968 2.6898 -4.3869
N -2.4244 -0.1716 0.8863
C -6.0557 4.1213 -2.9025
C -2.1019 -0.4804 2.1479
C -1.0494 -1.8901 0.7855
C -1.9300 -5.8162 4.2120
C -4.2732 3.0973 -4.0081
C -1.5853 2.6789 1.5650
C -1.7764 -1.0499 0.0233
C -1.5418 4.2069 1.4298
C -4.6740 4.0925 -3.1350
C -5.1652 2.0787 -4.5005
C -0.7472 -2.1925 3.3164
C -0.9949 -4.7066 3.7358
C -3.2118 0.9970 0.4832
C -2.3022 2.2123 0.2745
C -2.7154 4.5610 0.4880
C -1.6419 -3.3348 3.8393
C -6.8959 3.1027 -3.4639
H -1.4361 -6.7889 4.1426
H -0.6743 -4.9024 2.7029
H -3.9348 1.2225 1.2876
H -2.4755 5.3529 -0.2397
H -1.8310 -3.1236 4.9004
H -2.6224 -3.3315 3.3441
H -3.6560 3.2939 -0.9606
H -0.3955 -2.6959 0.4934
H -2.2266 -5.6574 5.2551
H -1.8924 -0.9949 -1.0474
H -0.0805 -4.6991 4.3448
H -2.1961 2.4009 2.4373
H -7.9667 3.1644 -3.2535
H -0.5968 4.4990 0.9600
H -1.5247 1.9481 -0.4824
H -3.7424 0.7538 -0.4500
H -0.5975 2.2210 1.6784
H -0.6853 -1.4242 4.0991
H -3.9769 4.8346 -2.7516
H -1.6257 4.7114 2.3936
H -3.5710 4.9304 1.0807
H -2.4372 0.0336 3.0434
H 0.2594 -2.5636 3.0822
H -2.8369 -5.8496 3.5977